## P
DFT (ωB97M-V/def2-TZVPD) results for the molecule C9H15N3O6.

The geometry in ORCA input format:
```
! wB97M-V def2-TZVPD RIJCOSX def2/J DEFGRID3
* xyz 0 1
N -3.15 0.60 1.06
C -3.71 0.25 -0.13
O -4.48 0.96 -0.74
C -3.33 -1.10 -0.65
C -1.87 -1.35 -1.02
C -0.74 -1.26 0.09
N 0.61 -1.27 -0.53
C 1.48 -0.26 -0.55
O 2.50 -0.48 -1.20
C 1.20 1.13 0.04
N 0.48 1.02 1.29
C 2.43 1.96 0.42
C 3.44 2.54 -0.54
O 4.14 3.52 -0.28
O 3.70 1.79 -1.55
C -0.88 -2.41 1.07
O -1.97 -2.68 1.56
O 0.21 -3.03 1.34
H -2.81 -0.07 1.66
H -3.43 1.47 1.52
H -3.90 -1.23 -1.62
H -3.55 -1.85 0.08
H -1.85 -2.38 -1.53
H -1.59 -0.54 -1.81
H -0.74 -0.42 0.69
H 0.79 -1.99 -1.22
H 0.70 1.77 -0.76
H -0.10 1.75 1.47
H 1.15 0.75 2.08
H 1.97 2.86 0.98
H 2.96 1.32 1.19
H 3.08 1.05 -1.63
H 0.91 -2.52 0.79
*
```

LUMO (Eh): -0.0042
SMILES string: NC(=O)CC[C@H](NC(=O)[C@@H](N)CC(=O)O)C(=O)O

## Q
DFT (ωB97M-V/def2-TZVPD) results for the molecule C9H15N3O6.

The geometry in ORCA input format:
```
! wB97M-V def2-TZVPD RIJCOSX def2/J DEFGRID3
* xyz 0 1
N -4.81 -0.02 -0.01
C -3.64 -0.66 -0.39
O -3.38 -1.10 -1.50
C -2.60 -0.40 0.62
C -1.14 -0.76 0.17
N -0.84 -2.04 -0.47
C -0.23 -0.53 1.27
O -0.51 -0.60 2.47
N 1.12 -0.41 0.95
C 1.95 -0.24 -0.27
C 2.77 1.07 -0.40
C 2.05 2.31 0.12
C 0.53 2.33 -0.12
O -0.38 2.87 0.55
O 0.33 1.78 -1.38
C 2.92 -1.44 -0.15
O 3.29 -1.84 0.95
O 3.51 -1.91 -1.29
H -5.57 -0.02 -0.68
H -4.85 0.43 0.86
H -2.89 -0.91 1.59
H -2.68 0.70 0.83
H -0.95 -0.02 -0.51
H -1.43 -2.27 -1.26
H -0.81 -2.84 0.23
H 1.71 -0.60 1.80
H 1.41 -0.37 -1.22
H 3.33 1.18 -1.36
H 3.62 1.01 0.24
H 2.10 2.45 1.23
H 2.41 3.28 -0.28
H -0.62 2.04 -1.60
H 4.27 -2.49 -1.01
*
```

LUMO (Eh): 0.0169
SMILES string: NC(=O)C[C@H](N)C(=O)N[C@@H](CCC(=O)O)C(=O)O

Which of them is the most stable, and which is the least stable? Q and P, in that order.

## P
DFT (ωB97M-V/def2-TZVPD) results for a cluster of 2 separate species, C4H12N2 in total.

The geometry in ORCA input format:
```
! wB97M-V def2-TZVPD RIJCOSX def2/J DEFGRID3
* xyz 2 1
C 0.87 0.52 0.09
C 0.48 -0.72 -0.55
C -1.12 -0.67 -0.35
C -1.57 0.47 0.22
N -2.94 0.31 0.88
N 3.10 0.07 -0.36
H 1.35 0.63 1.07
H 0.94 1.50 -0.39
H 0.79 -1.67 -0.08
H 0.76 -0.76 -1.59
H -1.49 -1.64 -0.63
H -1.51 1.53 0.00
H -3.40 1.21 1.03
H -2.85 -0.12 1.81
H -3.64 -0.20 0.32
H 3.67 -0.28 0.40
H 3.74 0.55 -0.99
H 2.82 -0.74 -0.90
*
```

LUMO (Eh): -0.3543

## Q
DFT (ωB97M-V/def2-TZVPD) results for the ion C4H12N2 with charge +2.

The geometry in ORCA input format:
```
! wB97M-V def2-TZVPD RIJCOSX def2/J DEFGRID3
* xyz 2 1
N 0.18 -1.14 -2.67
C -0.06 -0.41 -1.37
C -0.52 -0.89 -0.18
C 0.08 -0.77 1.15
C 0.59 0.76 1.65
N -0.48 1.81 1.32
H -0.48 -0.82 -3.30
H 0.16 -2.15 -2.52
H 1.18 -1.12 -2.98
H 0.65 0.47 -1.24
H -1.41 -1.58 -0.39
H -0.85 -0.88 1.78
H 1.02 -1.33 1.23
H 1.47 0.93 1.10
H 0.74 0.81 2.78
H -1.44 1.60 1.75
H -0.58 1.96 0.28
H -0.26 2.73 1.61
*
```

LUMO (Eh): -0.3038
SMILES string: [NH3+]/C=C/CC[NH3+]

Which of them is the most stable, and which is the least stable? Q and P, in that order.

## P
DFT (ωB97M-V/def2-TZVPD) results for the molecule C28H29NO4.

The geometry in ORCA input format:
```
! wB97M-V def2-TZVPD RIJCOSX def2/J DEFGRID3
* xyz 0 1
C 3.10 -1.23 2.68
O 2.52 -1.44 1.38
C 1.63 -2.44 1.39
O 1.31 -2.99 2.43
C 1.17 -2.96 0.03
C 1.56 -4.43 -0.14
C 0.46 -5.21 0.54
C -0.79 -4.34 0.44
N -0.31 -3.00 0.14
C -1.17 -1.98 0.11
C -0.74 -0.53 0.41
C -2.02 0.36 0.27
C -3.40 -0.10 0.63
C -3.74 -1.37 -0.14
C -2.65 -2.46 0.02
H 3.90 -0.50 2.56
H 2.36 -0.83 3.38
H 3.49 -2.17 3.05
H 1.50 -2.25 -0.76
H 1.58 -4.64 -1.20
H 2.54 -4.62 0.28
H 0.29 -6.17 0.05
H 0.69 -5.37 1.59
H -1.45 -4.72 -0.35
H -1.35 -4.38 1.39
H -0.26 -0.64 1.39
H -1.83 1.25 0.86
H -2.09 0.65 -0.78
H -3.50 -0.28 1.71
H -4.09 0.68 0.29
H -4.68 -1.81 0.23
H -3.85 -1.17 -1.22
H -2.75 -3.17 -0.85
H -2.85 -2.99 0.99
C -0.15 5.46 -4.05
C -0.09 5.10 -2.70
C -0.18 3.75 -2.32
C -0.29 2.73 -3.27
C -0.31 3.08 -4.63
C -0.26 4.43 -5.01
C -0.30 1.38 -2.60
O -0.44 0.26 -3.07
C -0.06 1.65 -1.18
C 0.33 0.54 -0.21
C 0.95 1.24 1.05
C 0.13 1.85 2.01
C 0.64 2.51 3.13
C 2.03 2.67 3.25
C 2.88 2.10 2.29
C 2.35 1.32 1.23
C -0.20 3.12 -0.96
O -0.40 3.77 0.10
H -0.06 6.50 -4.38
H 0.05 5.88 -1.97
H -0.32 2.31 -5.40
H -0.26 4.72 -6.07
H 0.99 -0.19 -0.74
H -0.97 1.93 1.85
H -0.10 2.91 3.85
H 2.43 3.12 4.14
H 3.97 2.23 2.40
H 3.05 0.90 0.48
*
```

LUMO (Eh): -0.0285

## Q
DFT (ωB97M-V/def2-TZVPD) results for a cluster of 2 separate species, C28H29NO4 in total.

The geometry in ORCA input format:
```
! wB97M-V def2-TZVPD RIJCOSX def2/J DEFGRID3
* xyz 0 1
C -4.63 -1.04 4.14
N -4.61 -0.17 2.99
C -5.89 0.05 2.35
C -3.42 0.04 2.29
C -2.55 -1.03 2.03
C -1.33 -0.78 1.42
C -0.87 0.52 1.26
C 0.60 0.77 0.89
C 1.58 0.63 1.99
C 2.70 1.56 2.06
O 2.84 2.54 1.35
O 3.58 1.32 3.12
C 4.05 -0.04 3.11
C 4.78 -0.31 1.81
C 4.90 -0.31 4.35
O 2.92 -0.92 3.28
C 1.76 -0.68 2.58
O 0.92 -1.57 2.57
C -1.81 1.57 1.32
C -3.09 1.34 1.81
H -3.72 -0.90 4.73
H -5.49 -0.78 4.77
H -4.72 -2.11 3.88
H -5.79 0.78 1.54
H -6.29 -0.88 1.92
H -6.61 0.43 3.09
H -2.84 -2.06 2.28
H -0.71 -1.62 1.10
H 0.87 0.01 0.13
H 0.71 1.78 0.46
H 4.11 -0.18 0.94
H 5.63 0.39 1.74
H 5.17 -1.33 1.82
H 4.29 -0.32 5.25
H 5.38 -1.28 4.26
H 5.68 0.45 4.45
H -1.51 2.58 1.00
H -3.81 2.15 1.91
C 0.78 2.03 3.85
C 0.38 1.13 4.91
C -1.00 0.90 5.12
C -1.44 0.29 6.28
C -0.51 -0.24 7.20
C 0.86 -0.19 6.89
C 1.32 0.55 5.80
C 1.51 3.25 4.08
C 1.33 4.33 3.17
C 2.05 5.51 3.32
C 2.95 5.65 4.39
C 3.08 4.64 5.35
C 2.36 3.45 5.20
H 0.07 2.06 3.00
H -1.70 1.31 4.39
H -2.51 0.23 6.49
H -0.85 -0.67 8.13
H 1.59 -0.73 7.52
H 2.39 0.73 5.63
H 0.58 4.22 2.38
H 1.92 6.31 2.59
H 3.57 6.54 4.48
H 3.72 4.76 6.22
H 2.44 2.68 5.96
*
```

LUMO (Eh): -0.0516

Which of them is the most stable, and which is the least stable? Q and P, in that order.

## P
DFT (ωB97M-V/def2-TZVPD) results for a structure of composition C4H7N3O2.

The geometry in ORCA input format:
```
! wB97M-V def2-TZVPD RIJCOSX def2/J DEFGRID3
* xyz 0 1
C -1.21 0.74 1.40
N 0.18 0.81 0.93
C 0.76 1.55 -0.69
C -0.42 -0.73 -1.08
C 0.72 -0.01 -0.35
N -0.19 -2.04 -1.23
N 1.86 -0.67 -0.26
O 0.99 2.65 -0.92
O -1.41 -0.13 -1.47
H 0.89 0.77 1.66
H 0.74 -2.37 -1.00
H -0.83 -2.60 -1.78
H 2.60 -0.18 0.22
H -1.34 1.43 2.24
H -1.87 1.04 0.59
H -1.47 -0.27 1.72
*
```

LUMO (Eh): 0.0238

## Q
DFT (ωB97M-V/def2-TZVPD) results for the molecule C4H7N3O2.

The geometry in ORCA input format:
```
! wB97M-V def2-TZVPD RIJCOSX def2/J DEFGRID3
* xyz 0 1
H -0.05 -2.83 1.57
N 0.64 -2.26 2.19
C 0.64 -1.06 1.86
N -0.14 -0.32 0.98
C 0.41 0.78 0.11
C -0.35 0.52 -1.11
N -0.38 1.45 -1.98
O 0.48 2.36 -1.36
C -1.22 -0.71 -0.86
O -0.66 -1.25 0.17
H 1.52 -0.30 2.10
H 0.28 1.68 0.68
H 1.62 0.61 0.13
H 0.44 3.12 -2.04
H -0.94 -1.41 -1.78
H -2.29 -0.36 -0.66
*
```

LUMO (Eh): 0.0235
SMILES string: [H]/N=C\N1C/C(=N\O)CO1

Which of them is the most stable, and which is the least stable? P and Q, in that order.